Version i
Entry from the Open Molecules 2025 dataset: one molecule with the formula C5H6 (ωB97M-V with the def2-TZVPD basis set).

Cartesian coordinates (Å):
C: -0.3777 -0.9139 -0.1289
C: -0.2997 -2.1685 0.1815
C: 0.7333 1.3091 -0.1658
C: -0.2666 0.3557 -0.6950
C: -0.2150 1.1125 0.9749
H: -0.6344 -2.5566 1.1065
H: 0.4129 -2.7047 -0.2255
H: 1.6322 0.6573 -0.0015
H: 1.0042 2.2567 -0.5810
H: -0.9771 0.7359 -1.3873
H: -1.0120 1.9165 0.9221

HOMO energy   -0.290 hartree
LUMO energy   0.01862 hartree
Frontier orbital gap   8.397 eV

Version ii
Entry from the Open Molecules 2025 dataset: C5H6 as an isolated structure (ωB97M-V with the def2-TZVPD basis set).

Cartesian coordinates (Å):
C: -0.3771 -2.2561 -0.2627
C: -0.1511 -0.9244 0.0371
C: -0.0019 -0.1210 1.1460
C: 0.1089 0.3955 -0.7969
C: -0.1664 1.2067 0.4807
H: 0.0820 -2.5493 -1.2244
H: 0.5305 -0.3354 2.0663
H: 1.1705 0.4582 -1.0558
H: -0.5218 0.5351 -1.6705
H: 0.5229 2.0091 0.7514
H: -1.1966 1.5815 0.5289

HOMO energy (spin up / spin down)   -0.293 / -0.313 hartree
LUMO energy (spin up / spin down)   -0.02613 / -0.02754 hartree
Frontier orbital gap (spin up / spin down)   7.260 / 7.754 eV

Most stable one: version ii, least stable one: version i.

Version i
Entry from the Open Molecules 2025 dataset: a 2-piece molecular cluster, C5H6 overall (ωB97M-V with the def2-TZVPD basis set).

Cartesian coordinates (Å):
C: 2.8526 -0.7299 -0.8221
C: 2.0325 -0.0790 -0.1754
C: -2.3324 -0.3880 -0.3656
C: -0.2346 0.5462 0.5712
C: 1.1362 0.7781 0.5869
H: 3.4958 -1.6447 -1.0150
H: -2.8904 0.2137 0.4220
H: -2.3330 -1.3634 -0.3165
H: -2.3798 0.0899 -1.3056
H: -0.9370 0.9679 1.2847
H: 1.5901 1.6093 1.1353

HOMO energy (spin up / spin down)   -0.332 / -0.324 hartree
LUMO energy (spin up / spin down)   -0.00254 / -0.00965 hartree
Frontier orbital gap (spin up / spin down)   8.974 / 8.545 eV

Version ii
Entry from the Open Molecules 2025 dataset: one molecule with the formula C5H6 (ωB97M-V with the def2-TZVPD basis set).

Cartesian coordinates (Å):
C: 1.7379 1.7337 1.1633
C: 1.2249 0.8829 0.4469
C: 0.5669 0.0339 -0.5495
C: -0.4825 -0.9993 -0.0439
C: -1.7943 -0.8818 -0.2898
H: 2.1616 2.4906 1.8183
H: 0.1049 0.6572 -1.3212
H: 1.3873 -0.4498 -1.0643
H: -0.0825 -1.9914 0.4999
H: -2.5364 -1.5198 0.1809
H: -2.2878 0.0437 -0.8405

HOMO energy   -0.364 hartree
LUMO energy   0.04205 hartree
SMILES string   C#CCC=C
Frontier orbital gap   11.050 eV

Most stable one: version ii, least stable one: version i.

Version i
Entry from the Open Molecules 2025 dataset: C12H19N2O as an isolated structure (ωB97M-V with the def2-TZVPD basis set).

Cartesian coordinates (Å):
C: 2.1326 4.0212 -0.1912
N: 1.2646 3.0278 0.4143
C: 0.8404 3.2364 1.7865
C: 0.9035 1.9314 -0.2628
C: 0.1466 0.9077 0.2639
C: -0.1070 -0.3278 -0.4810
C: -1.2683 -1.1445 0.0232
C: -2.3285 -1.5216 -0.8127
C: -3.3210 -2.3869 -0.3362
C: -3.2700 -2.8598 0.9811
C: -2.2514 -2.4222 1.8366
C: -1.2711 -1.5422 1.3649
H: 2.2051 4.8717 0.4914
H: 3.1385 3.6124 -0.3706
H: 1.7273 4.3506 -1.1575
H: 1.2111 4.2191 2.0929
H: -0.2550 3.2170 1.8715
H: 1.2515 2.4678 2.4576
H: 1.2557 1.8808 -1.3040
H: -0.2339 0.9799 1.2867
H: -0.1779 -0.1408 -1.5600
H: -2.3679 -1.1286 -1.8329
H: -4.1324 -2.6896 -1.0012
H: -4.0244 -3.5602 1.3431
H: -2.2092 -2.7594 2.8740
H: -0.4971 -1.1602 2.0371
C: 1.0336 -2.6147 -1.7458
N: 1.5997 -1.6146 -0.8697
O: 2.2491 -0.6822 -1.7597
H: 0.6025 -3.4294 -1.1553
H: 0.2791 -2.2170 -2.4396
H: 1.8675 -3.0122 -2.3371
H: 0.9436 -1.0625 -0.2313
H: 3.0632 -0.4473 -1.2762

HOMO energy   -0.440 hartree
LUMO energy   -0.17446 hartree
Charge   +1
Frontier orbital gap   7.213 eV

Version ii
Entry from the Open Molecules 2025 dataset: a 2-piece molecular cluster, C12H19N2O overall (ωB97M-V with the def2-TZVPD basis set).

Cartesian coordinates (Å):
C: -0.9004 1.7730 -0.6351
C: -2.1242 2.2952 -0.8107
C: -0.8719 0.3773 -0.4588
C: -1.7939 -0.5252 -0.2897
C: 1.4213 -0.3536 -0.9113
C: 2.7996 0.5715 0.9215
C: -3.3346 1.4130 -0.8295
C: -3.1474 0.1452 0.0044
C: 3.1011 2.0276 0.8787
C: 3.2253 -0.2097 2.1123
C: -1.9991 -2.5273 1.1842
C: -1.6902 -2.0073 -0.2231
N: 2.2347 -0.0063 -0.0530
N: 2.8018 -1.0820 -2.6603
O: 1.4699 -0.8960 -2.0553
H: -0.0074 2.3714 -0.5950
H: -2.2597 3.3556 -0.9538
H: -4.2004 1.9621 -0.4553
H: -3.5457 1.1520 -1.8752
H: -3.9395 -0.5706 -0.2041
H: -3.1765 0.3883 1.0707
H: 2.6655 2.5150 1.7513
H: 4.1780 2.1831 0.9280
H: 2.7170 2.4930 -0.0257
H: 4.2810 -0.0326 2.3172
H: 2.6682 0.1260 2.9870
H: 3.0573 -1.2731 1.9721
H: -1.3553 -2.0448 1.9185
H: -1.8231 -3.6029 1.2226
H: -3.0389 -2.3440 1.4514
H: -2.4027 -2.4454 -0.9247
H: -0.6829 -2.3044 -0.5198
H: 3.0085 -2.0793 -2.5987
H: 2.6646 -0.8450 -3.6408

HOMO energy   -0.434 hartree
LUMO energy   -0.15566 hartree
Charge   +1
Frontier orbital gap   7.586 eV

Most stable one: version i, least stable one: version ii.

Version i
Entry from the Open Molecules 2025 dataset: a 2-piece molecular cluster, C4H8N2OS overall (ωB97M-V with the def2-TZVPD basis set).

Cartesian coordinates (Å):
C: -3.1848 -0.3836 -0.2118
C: 0.3389 -0.9462 0.4906
C: 0.0809 1.3981 0.6408
C: 1.9000 0.4937 -0.7328
N: -2.3424 -1.1637 0.0906
N: 0.7851 0.2328 0.1569
O: -4.1061 0.2529 -0.5216
S: 1.2025 -2.3027 -0.1441
H: -0.6607 1.0955 1.3770
H: 0.7830 2.0917 1.1056
H: -0.4238 1.9082 -0.1835
H: 1.6218 0.2390 -1.7589
H: 2.1870 1.5413 -0.6894
H: 2.7520 -0.1271 -0.4488
H: 0.4119 -3.2045 0.4408
H: -1.3450 -1.1253 0.3887

HOMO energy   -0.329 hartree
LUMO energy   0.02037 hartree
Frontier orbital gap   9.516 eV

Version ii
Entry from the Open Molecules 2025 dataset: one molecule with the formula C4H8N2OS (ωB97M-V with the def2-TZVPD basis set).

Cartesian coordinates (Å):
O: -1.8262 0.9518 0.3795
C: -0.7644 0.6989 -0.6839
C: -0.9554 -0.7781 -1.0811
N: -0.3989 -1.7329 -0.3394
N: 0.7011 -1.4842 0.4673
C: 0.7590 -0.0552 1.0907
C: 0.5594 0.9284 0.0100
S: 2.0177 1.0283 -1.1655
H: -2.7565 0.4542 0.4470
H: -1.0614 1.5246 -1.5141
H: -1.6675 -1.1810 -1.8829
H: 0.7532 -2.1404 1.2157
H: 1.6456 0.0057 1.6517
H: -0.1068 0.1565 1.6914
H: 0.5944 1.9335 0.6821
H: 2.5067 -0.3100 -0.9687

HOMO energy   -0.329 hartree
LUMO energy   0.02690 hartree
SMILES string   O[C@@H]1C=NNC[C@H]1S
Frontier orbital gap   9.692 eV

Most stable one: version i, least stable one: version ii.

Version i
Entry from the Open Molecules 2025 dataset: one molecule with the formula C4H8N2OS (ωB97M-V with the def2-TZVPD basis set).

Cartesian coordinates (Å):
O: 3.1799 -0.4831 -0.4250
N: 2.2197 0.0054 0.4512
C: 1.1253 0.2134 -0.1445
C: -0.0323 0.7830 0.6373
N: -0.6409 1.9843 0.0166
C: -1.7044 1.1575 -0.6084
C: -1.3824 0.0609 0.4304
S: -1.3109 -1.6809 -0.0522
H: 3.9641 -0.6003 0.1546
H: 1.0161 0.0249 -1.2270
H: 0.2999 0.9510 1.6712
H: -0.0326 2.4561 -0.6157
H: -1.4631 0.8066 -1.6251
H: -2.7005 1.5912 -0.5828
H: -2.0163 0.1790 1.3048
H: -2.6218 -1.8655 -0.0077

HOMO energy   -0.337 hartree
LUMO energy   0.02891 hartree
SMILES string   O/N=C/[C@H]1NC[C@H]1S
Frontier orbital gap   9.955 eV

Version ii
Entry from the Open Molecules 2025 dataset: one molecule with the formula C4H8N2OS (ωB97M-V with the def2-TZVPD basis set).

Cartesian coordinates (Å):
H: -0.1108 2.3953 0.0188
N: -0.8308 1.6776 -0.1054
C: -0.3093 0.5190 -0.2650
C: -1.2886 -0.6307 -0.4149
O: -2.5519 -0.3323 0.0257
C: -0.5699 -1.8106 0.3131
S: 1.1809 -1.6355 -0.2120
N: 1.0003 0.1081 -0.3854
C: 2.0616 0.9760 0.1398
H: -1.4545 -0.9704 -1.4478
H: -2.5450 0.6341 0.1927
H: -0.8655 -2.7857 -0.0789
H: -0.6887 -1.7602 1.4006
H: 3.0654 0.5676 -0.0965
H: 1.9434 1.9563 -0.3123
H: 1.9635 1.0916 1.2273

HOMO energy   -0.311 hartree
LUMO energy   0.02530 hartree
SMILES string   [H]/N=C1/[C@H](O)CSN1C
Frontier orbital gap   9.158 eV

Most stable one: version ii, least stable one: version i.

Version i
Entry from the Open Molecules 2025 dataset: one molecule with the formula C4H8N2OS (ωB97M-V with the def2-TZVPD basis set).

Cartesian coordinates (Å):
C: -1.2308 1.2987 1.8686
C: -0.5327 -0.0467 1.7638
O: 0.1436 -0.3158 0.5147
N: -0.7582 -0.5991 -0.4251
C: -0.3533 -0.6906 -1.6573
C: 0.9803 -0.5577 -2.2236
N: 2.0515 -0.5748 -1.4256
S: 1.1253 -0.3890 -3.8871
H: -0.6071 2.0943 1.5502
H: -2.1616 1.2965 1.3045
H: -1.5104 1.5170 2.8753
H: -1.2173 -0.8613 1.9634
H: 0.3060 -0.1190 2.4547
H: -1.1586 -0.8503 -2.3808
H: 2.9625 -0.4982 -1.8728
H: 1.9607 -0.7042 -0.4230

HOMO energy   -0.311 hartree
LUMO energy   -0.00724 hartree
SMILES string   CCO/N=C\C(N)=S
Frontier orbital gap   8.266 eV

Version ii
Entry from the Open Molecules 2025 dataset: one molecule with the formula C4H8N2OS (ωB97M-V with the def2-TZVPD basis set).

Cartesian coordinates (Å):
N: 1.3129 1.8539 -0.0588
N: 0.5710 0.6247 -0.0297
C: -0.8322 0.9087 -0.1660
C: -1.7106 -0.2941 0.1432
O: -1.1543 -1.4146 -0.4027
C: 0.1285 -1.6975 0.0204
C: 1.1356 -0.5568 -0.0581
S: 2.7409 -0.8677 -0.0672
H: 1.9793 1.6777 0.6866
H: 1.8705 1.7791 -0.9199
H: -1.1026 1.7574 0.4779
H: -0.9980 1.3455 -1.1806
H: -1.7000 -0.4483 1.2680
H: -2.7765 -0.1509 -0.1471
H: 0.4207 -2.4880 -0.6899
H: 0.1147 -2.0293 1.1239

HOMO energy   -0.312 hartree
LUMO energy   0.02540 hartree
SMILES string   NN1CCOCC1=S
Frontier orbital gap   9.180 eV

Most stable one: version ii, least stable one: version i.